[1]
{"formula": "C42H78BF4INO11P2", "method": "ωB97M-V/def2-TZVPD", "elements": ["C", "C", "O", "C", "C", "O", "C", "P", "C", "C", "C", "I", "C", "C", "C", "C", "C", "N", "C", "F", "F", "F", "O", "C", "C", "C", "C", "C", "C", "F", "C", "P", "O", "B", "C", "O", "O", "H", "H", "H", "H", "H", "H", "H", "H", "H", "H", "H", "H", "H", "H", "H", "H", "H", "H", "H", "H", "H", "H", "H", "H", "H", "H", "H", "H", "H", "H", "H", "H", "H", "H", "H", "H", "H", "H", "C", "C", "C", "O", "C", "H", "H", "H", "H", "H", "H", "H", "H", "C", "C", "C", "O", "C", "H", "H", "H", "H", "H", "H", "H", "H", "C", "C", "C", "O", "C", "H", "H", "H", "H", "H", "H", "H", "H", "C", "C", "C", "O", "C", "H", "H", "H", "H", "H", "H", "H", "H", "C", "C", "C", "O", "C", "H", "H", "H", "H", "H", "H", "H", "H"], "coordinates": [[4.54, -0.69, -1.39], [4.04, -0.24, -2.75], [3.70, 1.12, -2.68], [2.75, 1.51, -3.66], [1.89, 2.64, -3.11], [0.56, 2.28, -3.37], [-0.38, 2.90, -2.49], [-1.78, 1.70, -1.95], [-2.94, 3.08, -1.28], [-2.30, 4.39, -0.83], [-3.35, 5.19, -0.06], [-2.50, 7.06, 0.61], [-0.79, 1.50, -0.27], [-1.35, 1.79, 0.95], [-0.65, 1.61, 2.13], [0.63, 1.11, 2.00], [1.13, 0.87, 0.74], [0.47, 1.03, -0.40], [-2.60, 1.85, -3.76], [-1.89, 1.30, -4.75], [-3.85, 1.36, -3.84], [-2.73, 3.17, -4.17], [-3.05, 0.62, -1.43], [-2.79, -0.78, -1.42], [-2.59, -1.19, 0.05], [-3.62, -0.62, 1.01], [-4.14, -1.34, -1.90], [-4.37, -2.86, -1.81], [-5.24, -3.34, -0.66], [-3.18, -3.61, -1.79], [-1.57, -0.95, -2.38], [-1.90, -1.87, -3.97], [-2.98, -1.42, -4.88], [-0.29, -1.86, -1.86], [-0.33, -3.22, -1.08], [0.97, -1.43, -2.22], [-0.96, 0.29, -2.57], [3.72, -0.99, -0.73], [5.18, -1.56, -1.55], [5.13, 0.09, -0.93], [4.85, -0.37, -3.47], [3.18, -0.86, -3.00], [3.24, 1.82, -4.59], [2.10, 0.68, -3.92], [2.15, 3.60, -3.58], [2.10, 2.69, -2.04], [-0.78, 3.77, -3.04], [0.12, 3.33, -1.63], [-3.67, 3.34, -2.05], [-3.55, 2.62, -0.51], [-2.05, 5.00, -1.69], [-1.41, 4.27, -0.22], [-4.12, 5.47, -0.77], [-3.77, 4.63, 0.77], [-2.35, 2.16, 1.07], [-1.09, 1.83, 3.09], [1.24, 0.92, 2.87], [2.15, 0.51, 0.66], [-1.61, -0.90, 0.44], [-2.62, -2.27, 0.19], [-3.78, 0.44, 0.90], [-4.60, -1.10, 0.88], [-3.32, -0.84, 2.04], [-4.31, -1.06, -2.93], [-4.95, -0.87, -1.35], [-4.90, -3.16, -2.72], [-5.83, -4.19, -1.03], [-5.95, -2.58, -0.37], [-4.65, -3.71, 0.17], [-1.98, -3.24, -3.64], [-0.65, -1.75, -4.63], [-0.31, -4.08, -1.77], [0.58, -3.31, -0.48], [-1.17, -3.39, -0.41], [1.05, -1.45, -3.18], [8.52, -2.68, -4.77], [8.37, -4.09, -4.22], [7.79, -3.82, -2.84], [7.02, -2.62, -2.95], [7.30, -1.99, -4.20], [8.57, -2.64, -5.86], [9.43, -2.22, -4.38], [7.65, -4.66, -4.82], [9.30, -4.66, -4.18], [8.58, -3.65, -2.10], [7.15, -4.62, -2.47], [6.43, -2.12, -4.86], [7.45, -0.92, -4.04], [-5.59, -7.45, 2.70], [-4.07, -7.37, 2.61], [-3.85, -5.86, 2.54], [-4.91, -5.26, 3.28], [-5.91, -6.23, 3.57], [-5.96, -8.38, 3.13], [-6.03, -7.33, 1.71], [-3.62, -7.77, 3.52], [-3.65, -7.90, 1.76], [-3.90, -5.51, 1.51], [-2.89, -5.56, 2.96], [-5.86, -6.48, 4.63], [-6.90, -5.81, 3.35], [3.09, -4.79, -0.79], [4.04, -4.35, 0.32], [3.08, -4.15, 1.49], [2.01, -5.09, 1.30], [2.09, -5.64, -0.02], [3.58, -5.34, -1.59], [2.59, -3.92, -1.22], [4.75, -5.15, 0.55], [4.60, -3.45, 0.08], [2.65, -3.14, 1.48], [3.55, -4.33, 2.46], [2.43, -6.68, 0.07], [1.09, -5.64, -0.47], [0.73, 11.10, 1.34], [-0.29, 12.02, 2.01], [-1.51, 11.11, 2.11], [-1.01, 9.78, 2.25], [0.39, 9.76, 1.97], [1.76, 11.39, 1.50], [0.55, 11.06, 0.26], [0.06, 12.30, 3.01], [-0.49, 12.93, 1.45], [-2.11, 11.15, 1.20], [-2.15, 11.35, 2.96], [0.93, 9.62, 2.92], [0.62, 8.91, 1.32], [0.24, 0.77, 7.85], [0.80, 2.14, 7.49], [0.70, 2.12, 5.97], [-0.42, 1.30, 5.64], [-0.86, 0.60, 6.81], [-0.13, 0.71, 8.87], [1.01, 0.01, 7.72], [0.16, 2.93, 7.89], [1.81, 2.32, 7.84], [1.60, 1.67, 5.52], [0.56, 3.11, 5.53], [-1.80, 1.04, 7.15], [-1.04, -0.44, 6.55]], "lowdin_charge": [-0.0606, -0.2734, -0.1353, -0.1775, -0.2013, -0.1727, -0.2414, 0.7810, -0.2360, -0.3846, -0.6420, 0.7454, -0.2567, -0.0930, -0.0570, -0.0870, -0.1474, 0.1204, -0.5729, 0.0868, 0.0802, 0.0182, -0.2423, -0.4058, -0.1551, -0.0701, -0.0703, -0.3424, -0.0333, -0.0577, -0.3936, 0.7982, -0.4231, -0.5092, 0.0056, 0.1084, -0.2527, 0.0589, 0.0476, 0.0789, 0.1050, 0.0934, 0.1188, 0.1141, 0.1192, 0.1147, 0.0884, 0.0813, 0.0852, 0.0665, 0.0888, 0.0796, 0.0355, 0.0416, 0.0922, 0.0948, 0.0872, 0.0967, 0.1117, 0.0877, 0.0606, 0.0550, 0.0787, 0.0954, 0.1170, 0.1333, 0.0704, 0.0746, 0.0628, 0.0274, 0.0356, 0.0758, 0.0519, 0.0417, 0.0839, -0.1725, -0.1735, -0.2055, -0.1535, -0.2097, 0.1103, 0.1125, 0.1130, 0.1086, 0.1168, 0.1147, 0.1186, 0.1184, -0.1753, -0.1712, -0.1996, -0.1401, -0.2126, 0.1074, 0.1124, 0.1116, 0.1112, 0.1048, 0.1200, 0.1141, 0.1146, -0.1638, -0.1675, -0.1999, -0.1431, -0.2132, 0.1101, 0.0995, 0.1103, 0.0978, 0.1162, 0.1131, 0.1135, 0.1007, -0.1723, -0.1761, -0.2095, -0.2041, -0.2105, 0.1088, 0.1144, 0.1105, 0.1082, 0.1178, 0.1154, 0.1169, 0.1109, -0.1749, -0.1738, -0.2079, -0.1519, -0.2039, 0.1081, 0.1124, 0.1124, 0.1092, 0.1146, 0.1201, 0.1167, 0.1179], "total_charge": -1, "spin_multiplicity": 1, "homo_lumo_gap_ha": 0.2645, "homo_energy_ev": -5.02, "mol_weight_g_mol": 1048.74}

---

[2]
{"formula": "C42H78ClF3INO16PS2", "method": "ωB97M-V/def2-TZVPD", "elements": ["C", "C", "O", "C", "O", "C", "C", "C", "C", "C", "I", "C", "C", "O", "O", "S", "O", "O", "C", "F", "F", "F", "C", "C", "C", "C", "C", "C", "C", "C", "O", "C", "C", "C", "C", "C", "Cl", "N", "P", "S", "H", "H", "H", "H", "H", "H", "H", "H", "H", "H", "H", "H", "H", "H", "H", "H", "H", "H", "H", "H", "H", "H", "H", "H", "H", "H", "H", "H", "H", "H", "H", "H", "H", "H", "H", "H", "C", "O", "C", "C", "O", "C", "C", "O", "C", "H", "H", "H", "H", "H", "H", "H", "H", "H", "H", "H", "H", "H", "H", "C", "O", "C", "C", "O", "C", "C", "O", "C", "H", "H", "H", "H", "H", "H", "H", "H", "H", "H", "H", "H", "H", "H", "C", "O", "C", "C", "O", "C", "C", "O", "C", "H", "H", "H", "H", "H", "H", "H", "H", "H", "H", "H", "H", "H", "H"], "coordinates": [[14.10, 2.77, -1.71], [14.42, 1.14, -1.49], [13.18, 0.34, -1.38], [12.72, -0.13, -2.70], [12.65, 0.74, -3.75], [12.20, -1.69, -3.00], [11.48, -1.74, -4.47], [11.00, -3.24, -4.95], [9.40, -3.37, -5.28], [8.90, -2.56, -6.66], [10.34, -1.46, -7.96], [7.31, -2.54, -7.12], [6.85, -1.72, -8.47], [7.35, -2.16, -9.65], [5.91, -0.59, -8.54], [6.66, 0.90, -8.17], [5.56, 1.82, -7.51], [7.82, 0.82, -7.15], [7.13, 1.72, -9.81], [8.37, 2.51, -9.62], [7.33, 0.65, -10.86], [6.01, 2.59, -10.32], [6.27, -3.37, -6.12], [4.69, -3.32, -6.53], [4.08, -1.93, -5.84], [2.44, -1.84, -5.87], [1.97, -1.10, -4.47], [1.77, 0.55, -4.65], [0.34, 0.96, -3.97], [0.23, 2.57, -3.59], [1.17, 3.01, -2.54], [0.57, 4.13, -1.77], [6.88, -4.19, -4.79], [5.74, -5.01, -3.91], [4.79, -4.05, -2.98], [4.05, -5.07, -1.89], [5.70, -2.72, -2.05], [8.38, -4.16, -4.42], [9.02, -5.00, -2.95], [9.08, -3.70, -1.46], [14.66, 3.10, -2.70], [12.94, 2.80, -1.98], [14.37, 3.41, -0.77], [14.98, 1.07, -0.46], [15.14, 0.78, -2.35], [11.40, -1.95, -2.16], [13.08, -2.47, -2.94], [12.26, -1.34, -5.28], [10.52, -1.04, -4.48], [11.57, -3.45, -5.98], [11.43, -4.01, -4.18], [4.61, -3.20, -7.72], [4.07, -4.28, -6.27], [4.48, -0.95, -6.39], [4.55, -1.88, -4.75], [2.14, -1.12, -6.76], [1.94, -2.88, -6.04], [2.80, -1.22, -3.62], [0.94, -1.57, -4.15], [2.62, 1.14, -4.08], [1.78, 0.89, -5.77], [0.08, 0.35, -2.99], [-0.51, 0.76, -4.77], [0.30, 3.28, -4.54], [-0.86, 2.72, -3.15], [0.02, 3.76, -0.79], [1.36, 4.92, -1.42], [-0.25, 4.73, -2.39], [5.01, -5.49, -4.73], [6.17, -5.92, -3.31], [3.90, -3.65, -3.66], [3.57, -5.93, -2.56], [4.83, -5.62, -1.20], [3.17, -4.56, -1.31], [8.18, -6.07, -2.49], [10.34, -5.61, -3.19], [-5.28, 2.84, -1.48], [-5.31, 1.43, -1.63], [-4.90, 1.02, -2.94], [-4.59, -0.47, -2.96], [-3.28, -0.77, -2.47], [-3.11, -0.69, -1.05], [-3.75, -1.87, -0.31], [-5.15, -1.66, -0.14], [-5.83, -2.85, 0.23], [-5.95, 3.32, -2.20], [-5.62, 3.08, -0.47], [-4.26, 3.22, -1.60], [-4.02, 1.59, -3.25], [-5.73, 1.23, -3.62], [-4.59, -0.80, -4.00], [-5.35, -1.06, -2.44], [-3.46, 0.27, -0.67], [-2.03, -0.73, -0.88], [-3.30, -1.97, 0.68], [-3.58, -2.80, -0.88], [-5.75, -3.59, -0.58], [-6.89, -2.60, 0.37], [-5.43, -3.25, 1.16], [-8.28, -0.22, 8.29], [-7.57, -0.59, 7.11], [-7.43, -2.01, 7.00], [-7.00, -2.39, 5.58], [-8.10, -2.43, 4.66], [-8.61, -1.16, 4.24], [-7.69, -0.46, 3.23], [-6.63, 0.21, 3.91], [-5.58, 0.58, 3.03], [-7.76, -0.58, 9.18], [-8.33, 0.87, 8.32], [-9.30, -0.62, 8.25], [-8.37, -2.50, 7.24], [-6.66, -2.32, 7.71], [-6.60, -3.41, 5.61], [-6.20, -1.74, 5.21], [-8.84, -0.53, 5.10], [-9.55, -1.38, 3.74], [-8.26, 0.29, 2.68], [-7.28, -1.20, 2.53], [-5.12, -0.31, 2.60], [-4.82, 1.11, 3.61], [-5.95, 1.24, 2.24], [-6.79, 5.87, 10.76], [-8.15, 5.52, 10.54], [-8.29, 4.60, 9.45], [-9.69, 3.97, 9.47], [-9.79, 2.88, 10.40], [-9.87, 3.25, 11.78], [-11.24, 3.82, 12.17], [-11.32, 5.20, 11.82], [-12.65, 5.68, 11.83], [-6.36, 6.33, 9.86], [-6.76, 6.59, 11.58], [-6.22, 4.99, 11.05], [-7.53, 3.81, 9.52], [-8.16, 5.15, 8.52], [-9.87, 3.52, 8.49], [-10.47, 4.71, 9.64], [-9.05, 3.92, 12.06], [-9.72, 2.32, 12.34], [-11.37, 3.74, 13.25], [-12.03, 3.25, 11.66], [-13.25, 5.16, 11.08], [-12.64, 6.74, 11.58], [-13.10, 5.55, 12.83]], "lowdin_charge": [-0.0956, -0.2198, -0.1133, -0.2101, -0.0389, -0.0902, -0.2217, -0.1994, -0.0881, -0.3959, 0.9633, 0.0104, -0.2824, 0.0306, -0.1807, 0.9078, -0.2918, -0.3241, -0.2277, 0.0470, 0.0122, 0.0339, 0.0162, -0.1479, -0.1945, -0.1928, -0.1950, -0.1950, -0.1830, -0.2342, -0.2583, -0.1307, -0.0316, -0.1735, -0.6686, -0.1358, 0.5274, -0.1904, 0.4211, 0.1598, 0.0854, 0.0908, 0.0801, 0.1293, 0.1356, 0.0890, 0.1361, 0.1135, 0.1364, 0.1092, 0.0896, 0.1374, 0.1162, 0.1183, 0.0903, 0.1190, 0.1115, 0.1089, 0.1140, 0.1221, 0.1122, 0.1201, 0.1300, 0.1411, 0.1139, 0.1015, 0.1015, 0.0984, 0.1331, 0.0989, 0.1088, 0.0976, 0.0922, 0.0987, -0.0094, 0.0134, -0.1036, -0.2085, -0.1920, -0.1685, -0.1506, -0.1721, -0.1926, -0.2188, -0.1085, 0.0872, 0.0867, 0.0828, 0.1206, 0.1256, 0.1249, 0.1208, 0.1200, 0.1205, 0.1223, 0.1267, 0.0866, 0.0868, 0.0886, -0.0999, -0.2088, -0.1943, -0.1726, -0.1413, -0.1675, -0.1855, -0.2035, -0.0999, 0.0870, 0.0811, 0.0894, 0.1269, 0.1231, 0.1237, 0.1185, 0.1202, 0.1255, 0.1253, 0.1144, 0.0777, 0.0888, 0.0852, -0.1082, -0.2073, -0.1942, -0.1716, -0.1481, -0.1696, -0.1928, -0.2091, -0.1095, 0.0844, 0.0892, 0.0861, 0.1245, 0.1242, 0.1230, 0.1202, 0.1200, 0.1251, 0.1235, 0.1273, 0.0858, 0.0890, 0.0863], "total_charge": 1, "spin_multiplicity": 1, "homo_lumo_gap_ha": 0.1652, "homo_energy_ev": -9.92, "mol_weight_g_mol": 1167.54}